Entry 1:
Here is one molecule with the formula C25H34O8 from the Open Molecules 2025 dataset. Energies are from ωB97M-V/def2-TZVPD.

- SMILES: C[C@]12CCC(=O)C=C1CC[C@@H]1[C@@H]2[C@@H](O)C[C@@]2(C)[C@H]1CC[C@]2(O)C(=O)COC(=O)CCC(=O)O
- Multiplicity: 1
- Net charge: 0
- Relative energy (zero: lowest compared OMol25 entry of this formula, charge and spin): 0.00 kJ/mol
- Largest force on an atom: 0.99 eV/Å
- E_LUMO: 0.333 eV
- E: -1575.02246 a.u.

CARTESIAN COORDINATES (ANGSTROEM)
C (-0.9965, -1.0475, -1.3891)
H (-0.3028, -0.5188, -2.0337)
H (-1.1846, -2.0314, -1.8056)
H (-1.9374, -0.5017, -1.3875)
C (-0.4475, -1.1282, 0.0348)
C (-0.3807, 0.2579, 0.6668)
H (-0.1653, 0.1562, 1.7312)
H (-1.3392, 0.7710, 0.5534)
C (0.7132, 1.1293, 0.0210)
O (0.3600, 1.5445, -1.2791)
H (-0.5779, 1.7675, -1.2796)
C (2.0848, 0.4202, 0.0128)
C (2.0148, -0.9854, -0.6182)
C (0.9432, -1.7737, 0.1289)
C (0.6851, -3.2289, -0.2625)
H (1.4410, -3.9003, 0.1410)
H (0.6756, -3.3401, -1.3460)
C (-0.7047, -3.5239, 0.3369)
H (-1.3881, -3.9328, -0.4065)
H (-0.6398, -4.2403, 1.1582)
C (-1.2634, -2.1820, 0.8614)
C (-2.7551, -2.0391, 0.6159)
O (-3.3325, -2.5206, -0.3240)
C (-3.4859, -1.1994, 1.6598)
H (-3.7023, -1.8122, 2.5374)
H (-2.8604, -0.3514, 1.9523)
O (-4.7398, -0.7654, 1.1622)
C (-4.6910, 0.1161, 0.1622)
O (-3.6707, 0.6131, -0.2426)
C (-6.0698, 0.3899, -0.3907)
C (-6.1642, 1.8033, -0.9522)
C (-6.0497, 2.8813, 0.0992)
O (-6.2279, 4.0510, -0.1053)
O (-5.7186, 2.4088, 1.3076)
H (-5.6373, 3.1410, 1.9394)
H (-7.1024, 1.9551, -1.4876)
H (-5.3485, 1.9702, -1.6611)
H (-6.8032, 0.2142, 0.3951)
H (-6.2405, -0.3351, -1.1902)
O (-0.9761, -1.9832, 2.2357)
H (-1.1208, -2.8105, 2.7078)
H (1.2155, -1.7639, 1.1914)
C (3.3589, -1.7088, -0.5017)
C (4.5202, -0.8739, -1.0547)
C (4.4815, 0.4374, -0.3421)
C (5.4056, 0.7639, 0.5686)
C (5.3039, 1.8982, 1.4834)
O (6.2009, 2.2234, 2.2330)
C (3.9549, 2.5845, 1.4732)
C (3.4062, 2.6433, 0.0546)
H (4.1121, 3.2142, -0.5544)
H (2.4582, 3.1798, 0.0349)
C (3.2442, 1.2616, -0.6012)
C (3.0789, 1.5130, -2.1072)
H (2.7815, 0.6237, -2.6499)
H (4.0197, 1.8740, -2.5198)
H (2.3138, 2.2655, -2.2672)
H (3.2876, 2.0158, 2.1267)
H (4.0570, 3.5857, 1.8955)
H (6.2840, 0.1451, 0.6996)
H (5.4645, -1.3879, -0.8700)
H (4.4039, -0.7456, -2.1304)
H (3.3089, -2.6602, -1.0335)
H (3.5576, -1.9214, 0.5521)
H (1.7426, -0.9044, -1.6711)
H (2.3392, 0.2730, 1.0701)
H (0.8056, 2.0253, 0.6605)

Forces on atoms 1 to 3 (eV/Å):
0.13 -0.13 -0.03
0.01 -0.03 -0.05
-0.07 -0.13 -0.10

Entry 2:
Here is C23H29N6Ti as an isolated structure from the Open Molecules 2025 dataset. Energies are from ωB97M-V/def2-TZVPD.

- ⟨S²⟩: 2.007
- Multiplicity: 3
- Net charge: +1
- Relative energy (zero: lowest compared OMol25 entry of this formula, charge and spin): 0.00 kJ/mol
- Largest force on an atom: 0.51 eV/Å
- E_LUMO (alpha / beta): -2.534 / -3.474 eV
- E: -2071.66931 a.u.

CARTESIAN COORDINATES (ANGSTROEM)
Ti (1.2252, 0.1351, 0.5003)
C (2.0306, -1.2774, 3.2419)
C (1.8647, -2.4832, 2.3333)
N (1.0258, -2.1210, 1.1803)
C (1.1973, -3.0567, 0.0647)
C (0.6707, -2.4816, -1.2186)
C (0.2329, -3.2626, -2.2704)
C (-0.0667, -2.6452, -3.4785)
C (0.0832, -1.2730, -3.5919)
C (0.4829, -0.5533, -2.4767)
C (0.6017, 0.9440, -2.4840)
N (1.3177, 1.3949, -1.3002)
C (2.6541, 0.9738, -1.0582)
C (3.2717, -0.0550, 1.4337)
N (2.2532, -0.0845, 2.4283)
N (0.7602, -1.1480, -1.3133)
H (2.8570, -1.4571, 3.9367)
H (1.1251, -1.1117, 3.8285)
H (1.4527, -3.3226, 2.9001)
H (2.8334, -2.8046, 1.9517)
H (0.0501, -2.1314, 1.4676)
H (0.7611, -4.0399, 0.2665)
H (2.2727, -3.2034, -0.0736)
H (0.1492, -4.3345, -2.1561)
H (-0.4011, -3.2319, -4.3229)
H (-0.1184, -0.7623, -4.5234)
H (-0.4034, 1.3747, -2.4539)
H (1.0857, 1.2753, -3.4085)
H (1.1397, 2.3630, -1.0668)
H (3.3271, 1.7646, -0.7581)
H (3.0536, 0.2634, -1.7721)
H (3.9136, 0.8147, 1.4676)
H (3.8050, -0.9877, 1.2922)
H (2.1674, 0.7777, 2.9503)
C (-2.0609, -0.5354, 0.8873)
N (-0.9211, 0.3816, 1.0536)
C (-1.1825, 1.5674, 1.5181)
C (-0.1651, 2.5287, 1.6875)
C (-0.2227, 3.8662, 2.1031)
C (1.0788, 4.3518, 2.0142)
C (1.8650, 3.2923, 1.5475)
N (1.1246, 2.1894, 1.3463)
C (-3.0590, -0.0582, -0.1386)
C (-2.8402, -0.3185, -1.4886)
C (-3.7110, 0.1649, -2.4518)
C (-4.8186, 0.9121, -2.0730)
C (-5.0563, 1.1576, -0.7301)
C (-4.1822, 0.6708, 0.2327)
H (-2.5556, -0.6908, 1.8515)
H (-1.6733, -1.5036, 0.5592)
H (-2.2035, 1.8519, 1.7746)
H (-1.1023, 4.4012, 2.4233)
H (1.4254, 5.3422, 2.2571)
H (2.9300, 3.2937, 1.3587)
H (-1.9900, -0.9244, -1.7821)
H (-3.5373, -0.0514, -3.4983)
H (-5.5023, 1.2869, -2.8227)
H (-5.9287, 1.7211, -0.4278)
H (-4.3871, 0.8496, 1.2819)

Forces on atoms 1 to 3 (eV/Å):
0.17 0.36 0.33
0.03 -0.11 0.00
0.03 0.02 0.14

Entry 3:
Here is a 2-piece molecular cluster, C4H5NO2 overall from the Open Molecules 2025 dataset. Energies are from ωB97M-V/def2-TZVPD.

- SMILES: O=C=C=CO.C=N
- Multiplicity: 1
- Net charge: 0
- Relative energy (zero: lowest compared OMol25 entry of this formula, charge and spin): 345.15 kJ/mol
- Largest force on an atom: 4.42 eV/Å
- E_LUMO: 0.186 eV
- E: -360.53796 a.u.

CARTESIAN COORDINATES (ANGSTROEM)
C (1.4539, -0.2789, 1.2997)
C (1.1177, 0.9330, 1.0130)
C (1.3770, -1.5619, 0.8719)
C (-1.4761, 1.1358, -1.2287)
N (-1.1480, 0.0717, -0.7428)
O (0.6967, -2.0306, -0.2315)
O (0.9819, 2.0764, 0.9594)
H (1.7808, -2.3076, 1.5167)
H (-2.2497, 1.7997, -0.9330)
H (-0.8738, 1.8254, -1.7811)
H (0.2161, -1.3266, -0.5955)
H (-1.8765, -0.3362, -0.1481)

Forces on atoms 1 to 3 (eV/Å):
-0.20 -1.33 -0.66
0.74 -1.01 0.36
-1.51 1.48 -0.79

Entry 4:
Here is a 3-piece molecular cluster, C5H12O2 overall from the Open Molecules 2025 dataset. Energies are from ωB97M-V/def2-TZVPD.

- SMILES: C=CCC=C.O.O
- Multiplicity: 1
- Net charge: 0
- Relative energy (zero: lowest compared OMol25 entry of this formula, charge and spin): 327.55 kJ/mol
- Largest force on an atom: 2.14 eV/Å
- E_LUMO: 0.794 eV
- E: -348.08006 a.u.

CARTESIAN COORDINATES (ANGSTROEM)
C (0.9983, 2.3391, 2.6396)
C (2.0635, 2.4250, 3.4634)
C (-0.2208, 1.4818, 2.9329)
C (-1.4386, 1.7673, 2.0313)
C (-1.2871, 2.2429, 0.8008)
H (1.2131, 2.6778, 1.6321)
H (3.0559, 2.6504, 3.0852)
H (1.8747, 2.7383, 4.4804)
H (-0.5840, 1.6229, 3.9479)
H (-0.0805, 0.3881, 2.7640)
H (-2.3749, 1.4614, 2.4982)
H (-2.1295, 2.3488, 0.1278)
H (-0.2970, 2.1382, 0.4016)
H (2.6282, -3.0007, -5.7289)
H (1.9589, -2.4374, -4.5684)
O (2.1363, -3.3044, -4.9545)
H (-2.5669, -4.7867, -4.8693)
H (-2.2020, -3.7022, -3.8981)
O (-2.2575, -4.6605, -3.9592)

Forces on atoms 1 to 3 (eV/Å):
1.38 -1.63 0.02
-0.94 1.63 -0.25
-1.52 0.80 -0.80

Entry 5:
Here is C21H16N4OS2Yb as an isolated structure from the Open Molecules 2025 dataset. Energies are from ωB97M-V/def2-TZVPD.

- ⟨S²⟩: 0.751
- Multiplicity: 2
- Net charge: +1
- Relative energy (zero: lowest compared OMol25 entry of this formula, charge and spin): 0.00 kJ/mol
- Largest force on an atom: 0.53 eV/Å
- E_LUMO (alpha / beta): -3.205 / -3.206 eV
- E: -3059.04667 a.u.

CARTESIAN COORDINATES (ANGSTROEM)
Yb (-0.2836, -1.1381, 0.1524)
N (-1.6486, 2.3351, 2.6860)
C (-0.3237, 2.7685, 2.7081)
C (0.2839, 3.8448, 3.3437)
C (1.6425, 3.9774, 3.1442)
C (2.3630, 3.0708, 2.3451)
C (1.7481, 2.0072, 1.7200)
C (0.3746, 1.8645, 1.9113)
N (-0.5149, 0.9088, 1.4159)
C (-1.6897, 1.2335, 1.9130)
C (-2.8649, 0.4192, 1.5902)
C (-4.1840, 0.5779, 1.8703)
S (-5.0704, -0.7121, 1.1801)
C (-3.6511, -1.3522, 0.5227)
N (-2.5663, -0.6831, 0.8245)
H (-2.4207, 2.7556, 3.1744)
H (-0.2667, 4.5402, 3.9618)
H (2.1674, 4.7968, 3.6152)
H (3.4278, 3.2160, 2.2266)
H (2.3226, 1.3146, 1.1175)
H (-4.6759, 1.3563, 2.4290)
H (-3.6202, -2.2379, -0.0966)
S (-0.3430, -3.4780, -3.9157)
C (-1.1873, -4.5531, -2.9010)
C (-1.4204, -4.0057, -1.6693)
C (-0.9339, -2.6720, -1.5025)
C (-0.3272, -2.2795, -2.6832)
C (0.2923, -0.9647, -2.9359)
C (0.8542, -0.5968, -4.1592)
C (1.3886, 0.6678, -4.3022)
C (1.3691, 1.5576, -3.2341)
C (0.8186, 1.1231, -2.0475)
N (0.2966, -0.1004, -1.9043)
H (-1.4605, -5.5350, -3.2534)
H (-1.9249, -4.5707, -0.8953)
H (0.8705, -1.2852, -4.9920)
H (1.8220, 0.9571, -5.2506)
H (1.7742, 2.5554, -3.3135)
H (0.7957, 1.7655, -1.1744)
C (3.2287, -2.2644, 1.0067)
C (1.8401, -1.8057, 0.7457)
O (0.9508, -2.1868, 1.5732)
H (3.3666, -2.6811, 2.0048)
H (3.9460, -1.4723, 0.7911)
H (3.4335, -3.0386, 0.2569)

Forces on atoms 1 to 3 (eV/Å):
0.21 0.04 -0.36
0.26 -0.03 -0.05
-0.26 0.11 0.11

Entry 6:
Here is C37H37AsBrIrN4O3S3 as an isolated structure from the Open Molecules 2025 dataset. Energies are from ωB97M-V/def2-TZVPD.

- ⟨S²⟩: 0.772
- Multiplicity: 2
- Net charge: +3
- Relative energy (zero: lowest compared OMol25 entry of this formula, charge and spin): 36.26 kJ/mol
- Largest force on an atom: 1.77 eV/Å
- E_LUMO (alpha / beta): -8.326 / -10.411 eV
- E: -7984.77009 a.u.

CARTESIAN COORDINATES (ANGSTROEM)
Ir (-0.0647, 0.1871, 0.1639)
S (-2.0033, 1.1771, -0.7139)
C (-1.7533, 1.4713, -2.4085)
C (-2.6969, 2.2737, -3.0652)
C (-2.5182, 2.5930, -4.3993)
C (-1.4104, 2.1065, -5.0901)
C (-0.4906, 1.2864, -4.4417)
C (-0.6674, 0.9645, -3.1097)
As (0.5528, -0.1877, -2.1966)
C (2.2148, 0.3511, -3.0050)
C (2.7414, -0.3196, -4.1027)
C (3.8807, 0.1783, -4.7295)
C (4.4852, 1.3412, -4.2709)
C (3.9507, 2.0193, -3.1800)
C (2.8214, 1.5228, -2.5431)
C (0.1454, -1.9120, -2.9535)
C (-1.1759, -2.1699, -3.3127)
C (-1.5295, -3.4153, -3.8144)
C (-0.5676, -4.4114, -3.9455)
C (0.7466, -4.1673, -3.5564)
C (1.1041, -2.9215, -3.0554)
H (-3.5543, 2.6517, -2.5165)
H (-3.2404, 3.2226, -4.9063)
H (-1.2642, 2.3568, -6.1340)
H (0.3598, 0.8990, -4.9869)
H (2.2604, -1.2055, -4.4924)
H (4.2851, -0.3440, -5.5886)
H (5.3635, 1.7280, -4.7755)
H (4.4077, 2.9433, -2.8403)
H (2.3788, 2.0658, -1.7260)
H (-1.9277, -1.3940, -3.2184)
H (-2.5565, -3.6079, -4.1048)
H (-0.8411, -5.3762, -4.3614)
H (1.4947, -4.9483, -3.6552)
H (2.1255, -2.7302, -2.7711)
C (-1.3739, -2.9226, -0.0545)
O (-1.2240, -1.6692, 0.6647)
C (-2.2310, -1.3741, 1.5756)
C (-3.2375, -2.2426, 1.8893)
C (-4.1778, -1.8714, 2.8487)
Br (-5.4930, -3.0834, 3.3401)
C (-4.1466, -0.6163, 3.4329)
C (-3.1550, 0.2918, 3.1073)
C (-2.1305, -0.0842, 2.1981)
O (-1.1173, 0.6715, 1.9083)
C (-3.1606, 1.6332, 3.6921)
N (-2.3202, 2.6198, 3.3827)
C (-2.6190, 3.7654, 4.1354)
C (-2.0318, 5.0254, 4.1895)
C (-2.5825, 5.9216, 5.0785)
C (-3.6832, 5.5754, 5.8851)
C (-4.2582, 4.3250, 5.8284)
C (-3.6941, 3.4258, 4.9311)
N (-3.9981, 2.0917, 4.6211)
H (-1.4450, -3.7518, 0.6485)
H (-0.4927, -3.0373, -0.6643)
H (-2.2602, -2.8878, -0.6840)
H (-3.3271, -3.2197, 1.4297)
H (-4.9286, -0.3595, 4.1396)
H (-1.6110, 2.4908, 2.6778)
H (-1.1884, 5.2867, 3.5598)
H (-2.1635, 6.9162, 5.1656)
H (-4.0864, 6.3132, 6.5687)
H (-5.1045, 4.0629, 6.4571)
H (-4.7462, 1.5681, 5.0450)
O (1.6519, -0.9792, 0.9103)
S (2.3415, -2.1071, 0.1115)
C (2.1319, -3.6241, 1.0779)
C (3.5255, -4.2293, 1.1892)
C (4.4342, -3.0540, 1.5352)
C (4.1141, -1.9792, 0.4962)
H (1.4075, -4.2661, 0.5782)
H (1.7428, -3.3106, 2.0503)
H (3.8307, -4.6756, 0.2389)
H (3.5630, -5.0115, 1.9454)
H (5.4871, -3.3271, 1.5088)
H (4.2041, -2.6871, 2.5376)
H (4.6437, -2.1557, -0.4439)
H (4.2965, -0.9607, 0.8278)
N (2.5876, 1.6785, 2.6417)
C (2.6065, 1.6961, 1.3292)
N (3.7228, 1.4491, 0.6794)
S (1.1468, 2.1727, 0.4413)
H (3.4142, 1.4972, 3.1976)
H (1.7332, 1.8996, 3.1253)
H (4.6079, 1.3638, 1.1597)
H (3.7377, 1.5170, -0.3277)

Forces on atoms 1 to 3 (eV/Å):
-0.74 -1.11 -1.16
1.15 0.01 -0.10
-0.44 0.01 0.90